The following is a DFT calculation (ωB97M-V with the def2-TZVPD basis set) of C30H71Cl2IN21O19P2 as an isolated structure at a distorted geometry.

Structure (ORCA input):
```
! RIJCOSX wB97M-V def2-TZVPD def2/J DEFGRID3
* xyz -1 1
C 1.48 -3.69 -2.97
C 0.61 -2.77 -2.16
O 0.65 -1.58 -2.23
O -0.33 -3.42 -1.33
C -0.18 -3.10 0.01
O 0.90 -2.85 0.46
C -1.42 -3.11 0.88
C -1.68 -1.62 1.24
C -1.15 -1.18 2.61
C -1.31 -2.19 3.77
C 0.06 -2.64 4.36
C 0.06 -4.13 4.79
N 1.00 -4.97 4.08
C 2.26 -4.71 3.60
C 2.75 -5.81 2.96
C 1.75 -6.84 3.05
C 0.71 -6.27 3.74
O -1.02 -0.97 0.17
P -1.73 0.47 -0.39
O -1.24 1.40 0.97
C -2.15 -0.26 -2.08
C -3.39 -1.19 -2.21
C -3.05 -2.65 -2.21
O -3.50 -3.46 -1.44
O -2.14 -3.10 -3.17
P -2.56 2.42 -1.36
O -1.33 2.97 -2.35
I -2.88 4.22 0.32
O -3.22 0.07 0.37
C -3.17 -1.19 0.98
C -4.18 -1.42 2.09
Cl -4.29 -0.01 3.21
C -5.62 -1.71 1.60
C -5.75 -3.08 0.94
Cl -6.29 -0.41 0.59
H 2.39 -3.14 -3.18
H 1.69 -4.59 -2.40
H 0.94 -3.96 -3.88
H -2.29 -3.55 0.38
H -1.18 -3.75 1.72
H -1.62 -0.26 2.94
H -0.11 -0.91 2.44
H -1.86 -1.68 4.57
H -1.91 -3.07 3.53
H 0.81 -2.42 3.61
H 0.29 -2.01 5.22
H 0.20 -4.22 5.87
H -0.92 -4.56 4.57
H 2.72 -3.74 3.75
H 3.71 -5.86 2.47
H 1.78 -7.83 2.65
H -0.23 -6.72 4.04
H -0.44 0.79 -0.96
H -1.87 1.34 1.70
H -1.26 -0.80 -2.39
H -2.26 0.54 -2.81
H -3.83 -1.02 -3.21
H -4.19 -1.01 -1.50
H -2.65 -3.46 -3.90
H -0.47 2.76 -1.96
H -3.49 -1.90 0.21
H -3.87 -2.29 2.68
H -6.23 -1.73 2.51
H -4.96 -3.31 0.23
H -5.82 -3.89 1.67
H -6.68 -3.08 0.37
C 2.14 1.35 2.28
O 1.66 0.79 3.27
N 2.92 2.47 2.39
N 1.95 0.91 1.02
H 3.33 2.94 1.60
H 3.08 2.83 3.31
H 1.39 0.09 0.87
H 2.35 1.37 0.22
C 0.73 7.19 -0.32
O 1.41 6.45 0.39
N -0.53 6.86 -0.67
N 1.21 8.39 -0.77
H -1.14 7.44 -1.21
H -0.84 5.95 -0.37
H 2.16 8.63 -0.52
H 0.68 9.03 -1.34
C 6.57 -5.55 4.46
O 6.29 -6.29 3.54
N 7.77 -5.63 5.12
N 5.72 -4.59 4.92
H 8.03 -5.03 5.88
H 8.42 -6.33 4.81
H 4.83 -4.50 4.47
H 5.94 -3.97 5.68
C -1.95 -0.04 -6.53
O -2.31 0.86 -7.27
N -2.02 -1.36 -6.90
N -1.45 0.17 -5.29
H -1.71 -2.12 -6.32
H -2.38 -1.56 -7.82
H -1.37 1.13 -4.98
H -1.15 -0.56 -4.67
C -1.90 -7.06 -2.95
O -0.76 -7.17 -3.38
N -2.31 -5.96 -2.25
N -2.85 -8.03 -3.12
H -3.24 -5.85 -1.88
H -1.65 -5.22 -2.11
H -2.57 -8.85 -3.63
H -3.78 -7.97 -2.77
C 2.23 10.88 2.40
O 2.19 11.74 1.53
N 2.03 9.56 2.15
N 2.49 11.20 3.71
H 2.06 8.85 2.86
H 1.84 9.29 1.21
H 2.64 12.16 3.93
H 2.53 10.52 4.45
C 4.82 4.29 0.62
O 4.34 3.22 0.98
N 4.06 5.39 0.41
N 6.17 4.44 0.41
H 4.42 6.28 0.12
H 3.07 5.30 0.56
H 6.75 3.64 0.56
H 6.58 5.30 0.12
C 0.01 -8.50 -0.20
O 0.96 -8.67 0.53
N -0.16 -9.16 -1.39
N -0.98 -7.60 0.11
H -0.94 -9.01 -2.01
H 0.54 -9.82 -1.64
H -0.87 -7.08 0.96
H -1.77 -7.42 -0.48
C 4.11 10.58 -1.44
O 4.01 9.79 -0.52
N 3.73 10.27 -2.72
N 4.60 11.84 -1.26
H 3.80 10.90 -3.49
H 3.36 9.35 -2.87
H 4.86 12.10 -0.33
H 4.69 12.51 -2.00
C -4.78 4.75 -4.96
O -5.46 5.68 -5.36
N -4.78 4.35 -3.66
N -3.96 4.03 -5.78
H -4.22 3.58 -3.31
H -5.37 4.84 -3.02
H -3.94 4.30 -6.75
H -3.40 3.26 -5.48
*
```

Atomic partial charges in e from the Löwdin method, atoms 1 to 2: 0.04, -0.47

***

The following is a DFT calculation (ωB97M-V with the def2-TZVPD basis set) of a 10-piece molecular cluster, C30H71ClN9O12 overall at a distorted geometry.

Structure (ORCA input):
```
! RIJCOSX wB97M-V def2-TZVPD def2/J DEFGRID3
* xyz -1 1
Cl 22.99 10.34 2.06
O 22.47 9.23 1.29
O 24.46 10.29 2.00
O 22.56 11.55 1.52
O 22.69 10.21 3.45
C 25.30 11.74 5.89
C 25.33 12.61 7.17
N 24.56 12.03 8.27
C 23.12 12.12 7.96
C 22.40 12.24 9.28
C 25.15 10.72 8.69
C 24.73 10.15 10.02
H 24.31 11.76 5.42
H 25.58 10.70 6.09
H 25.86 12.30 5.14
H 26.30 12.84 7.62
H 24.93 13.60 6.96
H 22.86 12.99 7.35
H 22.74 11.24 7.44
H 23.03 12.80 9.97
H 21.40 12.68 9.27
H 22.32 11.24 9.69
H 26.23 10.88 8.72
H 24.95 9.86 8.05
H 25.43 9.38 10.35
H 23.73 9.71 10.02
H 24.82 10.97 10.73
C 18.76 11.70 2.35
O 18.25 12.57 1.69
N 18.30 10.43 2.43
C 18.90 9.60 3.50
C 17.09 9.90 1.87
H 19.67 11.80 2.97
H 18.19 9.16 4.20
H 19.89 9.83 3.88
H 19.28 8.72 2.98
H 16.35 9.97 2.67
H 16.80 10.37 0.93
H 17.27 8.83 1.88
C 21.47 14.84 0.23
O 22.06 15.75 0.83
N 20.88 15.06 -0.96
C 21.20 16.26 -1.71
C 20.15 14.04 -1.67
H 21.35 13.80 0.58
H 21.73 15.98 -2.62
H 21.85 16.94 -1.18
H 20.30 16.73 -2.11
H 20.72 13.87 -2.59
H 19.85 13.18 -1.07
H 19.16 14.41 -1.95
C 19.74 9.98 -0.99
O 19.47 10.88 -1.75
N 19.30 8.72 -1.21
C 19.79 7.64 -0.42
C 18.35 8.42 -2.32
H 20.28 9.98 -0.03
H 20.25 6.91 -1.09
H 19.00 7.17 0.17
H 20.60 7.81 0.29
H 18.36 7.45 -2.80
H 17.37 8.68 -1.90
H 18.34 9.24 -3.04
C 27.22 9.69 0.44
O 27.32 10.05 -0.74
N 28.26 9.74 1.36
C 28.12 9.18 2.79
C 29.52 10.46 1.06
H 26.37 9.21 0.94
H 28.28 9.90 3.59
H 28.77 8.31 2.88
H 27.12 8.78 2.94
H 29.88 11.15 1.82
H 30.27 9.69 0.84
H 29.31 11.05 0.17
C 20.14 15.02 4.30
O 20.93 15.53 3.49
N 20.51 14.02 5.16
C 19.62 13.45 6.22
C 21.80 13.33 5.09
H 19.08 15.30 4.36
H 18.61 13.84 6.35
H 20.07 13.55 7.20
H 19.54 12.38 6.05
H 21.73 12.26 5.32
H 21.99 13.28 4.02
H 22.54 13.88 5.67
C 24.73 7.29 -1.17
O 25.85 6.82 -1.14
N 24.04 7.55 -2.30
C 22.62 7.96 -2.27
C 24.60 7.34 -3.71
H 24.22 7.70 -0.29
H 22.35 7.95 -3.32
H 22.46 8.96 -1.88
H 22.03 7.17 -1.80
H 24.21 6.36 -4.02
H 24.33 8.10 -4.44
H 25.66 7.12 -3.84
C 26.06 5.52 4.65
O 26.75 4.49 4.50
N 25.25 5.94 3.65
C 24.56 7.22 3.82
C 25.25 5.24 2.37
H 25.89 5.99 5.63
H 23.48 7.19 4.00
H 24.67 7.79 2.90
H 24.99 7.76 4.66
H 26.06 4.51 2.30
H 24.38 4.72 1.99
H 25.53 5.97 1.61
C 22.12 7.96 7.92
O 22.68 7.37 8.85
N 21.22 9.02 8.09
C 20.56 9.21 9.43
C 20.74 9.83 6.91
H 22.39 7.90 6.85
H 20.58 10.29 9.52
H 20.98 8.71 10.30
H 19.52 8.90 9.29
H 20.61 10.87 7.21
H 21.37 9.72 6.04
H 19.71 9.49 6.81
*
```

Properties
relative energy (zero: lowest compared OMol25 entry of this formula, charge and spin): 17.87 kcal per mole

Atomic partial charges in e from the Löwdin method, atoms 1 to 2: 0.61, -0.39

***

The following is a DFT calculation (ωB97M-V with the def2-TZVPD basis set) of a 14-piece molecular cluster, C30H73ClN16O14P overall at a distorted geometry.

Structure (ORCA input):
```
! RIJCOSX wB97M-V def2-TZVPD def2/J DEFGRID3
* xyz 1 1
C 6.80 1.19 -0.73
C 6.16 0.37 -1.97
C 4.70 -0.11 -1.53
N 3.52 0.46 -2.06
N 2.53 -0.22 -1.39
P 0.87 0.31 -1.80
O -0.05 0.46 -0.38
Cl 1.14 2.32 -2.47
C 3.03 -1.18 -0.49
N 4.47 -1.15 -0.55
H 7.53 0.53 -0.15
H 7.32 2.13 -1.10
H 5.94 1.42 0.00
H 6.15 0.97 -2.95
H 6.75 -0.59 -2.22
H -0.17 -0.46 -0.04
H 2.39 -1.85 0.16
H 5.16 -1.70 -0.03
O 0.05 4.64 3.56
C -0.01 3.78 2.70
N 0.63 3.93 1.52
C -0.78 2.50 2.88
H 0.61 3.25 0.78
H 1.16 4.78 1.37
H -1.83 2.74 3.06
H -0.38 1.96 3.74
H -0.71 1.86 2.00
O 0.87 -3.02 -0.82
C 0.81 -3.90 -1.67
N 1.45 -3.76 -2.85
C 0.03 -5.17 -1.49
H 1.44 -4.45 -3.59
H 1.98 -2.91 -3.00
H -1.02 -4.92 -1.32
H 0.43 -5.70 -0.62
H 0.10 -5.82 -2.36
O 3.89 -2.61 -4.65
C 4.82 -2.04 -5.20
N 6.09 -2.20 -4.75
C 4.65 -1.14 -6.39
H 6.90 -1.75 -5.17
H 6.24 -2.80 -3.95
H 3.99 -0.31 -6.12
H 4.20 -1.71 -7.20
H 5.60 -0.73 -6.73
O 4.12 6.97 -0.20
C 2.93 7.21 -0.31
N 2.03 6.21 -0.52
C 2.37 8.60 -0.24
H 1.04 6.36 -0.62
H 2.39 5.27 -0.58
H 2.81 9.21 -1.02
H 2.61 9.03 0.74
H 1.28 8.61 -0.36
O 0.24 -3.09 3.78
C -0.63 -2.38 3.30
N -0.65 -2.11 1.97
C -1.72 -1.75 4.11
H -1.34 -1.53 1.52
H 0.08 -2.52 1.40
H -1.27 -1.11 4.87
H -2.30 -2.54 4.60
H -2.39 -1.15 3.50
O 1.05 6.68 6.39
C 0.55 5.76 7.01
N -0.10 4.75 6.36
C 0.60 5.66 8.51
H -0.53 3.97 6.83
H -0.14 4.79 5.35
H 0.11 6.53 8.94
H 1.64 5.62 8.83
H 0.09 4.76 8.87
O -0.83 1.23 7.22
C -0.53 0.86 8.34
N 0.14 -0.30 8.55
C -0.88 1.65 9.58
H 0.40 -0.65 9.46
H 0.38 -0.85 7.73
H -1.96 1.76 9.64
H -0.41 2.63 9.52
H -0.53 1.15 10.49
O -1.58 0.19 -7.23
C -1.40 0.72 -6.15
N -0.42 0.29 -5.31
C -2.22 1.87 -5.65
H -0.23 0.69 -4.41
H 0.15 -0.49 -5.62
H -3.27 1.57 -5.60
H -2.12 2.71 -6.35
H -1.90 2.21 -4.66
O -1.08 -6.17 -6.22
C -0.15 -5.61 -6.77
N 1.13 -5.78 -6.33
C -0.33 -4.71 -7.97
H 1.93 -5.34 -6.75
H 1.27 -6.37 -5.53
H -0.98 -3.88 -7.69
H -0.78 -5.28 -8.78
H 0.63 -4.31 -8.31
O 8.86 -1.27 -5.30
C 9.78 -0.93 -6.03
N 9.55 -0.35 -7.23
C 11.23 -1.12 -5.66
H 10.28 -0.05 -7.86
H 8.59 -0.21 -7.50
H 11.42 -2.18 -5.51
H 11.43 -0.57 -4.73
H 11.90 -0.75 -6.43
O -3.72 -1.26 1.50
C -4.92 -1.14 1.77
N -5.34 -0.94 3.04
C -6.00 -1.21 0.73
H -6.31 -0.84 3.31
H -4.63 -0.89 3.76
H -5.96 -2.18 0.23
H -5.84 -0.42 0.00
H -6.99 -1.09 1.16
O -8.48 -1.71 -0.22
C -9.67 -1.46 -0.35
N -10.58 -2.45 -0.55
C -10.22 -0.06 -0.29
H -11.57 -2.29 -0.65
H -10.23 -3.39 -0.59
H -9.77 0.54 -1.08
H -9.98 0.38 0.68
H -11.31 -0.04 -0.42
O -7.76 -0.64 4.68
C -8.28 -1.54 5.32
N -8.93 -2.56 4.70
C -8.25 -1.60 6.82
H -9.38 -3.31 5.19
H -8.97 -2.54 3.69
H -8.73 -0.70 7.22
H -7.21 -1.63 7.15
H -8.77 -2.47 7.21
*
```

Atomic partial charges in e from the Löwdin method, atoms 1 to 2: -0.09, -0.16

***

E_HOMO (eV)
-4.82, -6.25, -9.87
Electronic energy (a.u.)
-5666.48737, -3041.23912, -3918.00086
Lowest unoccupied orbital energy (eV)
1.54, 1.96, -3.62